(1)
A molecular structure, C37H26N8V at a distorted geometry, computed with ωB97M-V/def2-TZVPD.

Computed properties:
E_HOMO (alpha / beta): -0.19405 / -0.28315 hartree
LUMO level (alpha / beta): -0.32 / -0.55 eV
Charge: 0
Electronic energy: -76400.4916 eV
Orbital gap (alpha / beta): 4.96 / 7.15 eV
Spin multiplicity: 4
Maximum force: 0.09227 hartree/bohr

Each line ends with the Mulliken charge.
CARTESIAN COORDINATES (ANGSTROEM)
1 V -0.371 -0.747 -0.666  -0.759
2 C -4.008 -2.702 -0.777  -1.047
3 C -3.904 -3.706 0.212  -0.388
4 C -2.707 -3.908 0.834  -0.735
5 C -1.562 -3.130 0.500  0.451
6 N -1.682 -2.169 -0.487  0.589
7 C -2.883 -1.991 -1.081  0.074
8 N -0.431 -3.392 1.166  -0.558
9 C 0.742 -2.849 0.852  -0.120
10 N 0.945 -1.873 -0.090  0.751
11 C 2.266 -1.794 -0.429  -0.186
12 N 2.714 -1.170 -1.512  -0.543
13 C 1.881 -0.780 -2.493  0.621
14 C 2.477 -0.208 -3.650  -0.638
15 C 1.718 0.165 -4.721  -0.265
16 C 0.329 -0.056 -4.692  -1.049
17 C -0.202 -0.608 -3.559  -0.017
18 N 0.511 -0.933 -2.464  0.203
19 C 3.002 -2.633 0.484  0.213
20 C 4.360 -2.907 0.635  -0.355
21 C 4.734 -3.839 1.582  -0.529
22 C 3.784 -4.507 2.371  -0.583
23 C 2.435 -4.250 2.228  -0.332
24 C 2.040 -3.305 1.285  0.030
25 H -4.942 -2.489 -1.276  0.459
26 H -4.767 -4.310 0.459  0.414
27 H -2.576 -4.670 1.589  0.524
28 H -2.924 -1.221 -1.849  0.172
29 H 3.551 -0.096 -3.637  0.504
30 H 2.179 0.608 -5.595  0.423
31 H -0.301 0.198 -5.532  0.449
32 H -1.268 -0.814 -3.508  0.292
33 H 5.096 -2.400 0.025  0.518
34 H 5.783 -4.076 1.714  0.393
35 H 4.117 -5.242 3.092  0.400
36 H 1.693 -4.766 2.824  0.518
37 N 0.188 0.863 -0.667  0.402
38 C 0.078 2.136 -0.613  -0.436
39 C 1.262 3.005 -0.788  0.789
40 C 2.535 2.463 -0.590  -0.215
41 C 3.663 3.244 -0.765  -0.817
42 C 3.537 4.572 -1.152  -0.454
43 C 2.279 5.109 -1.385  -0.822
44 C 1.146 4.331 -1.204  -0.289
45 C -1.264 2.717 -0.307  0.379
46 C -2.409 2.131 -0.853  -0.095
47 C -3.673 2.535 -0.463  -0.830
48 C -3.815 3.543 0.483  -0.500
49 C -2.687 4.155 1.010  -0.859
50 C -1.420 3.752 0.613  -0.302
51 H 2.622 1.420 -0.307  0.264
52 H 4.643 2.816 -0.602  0.432
53 H 4.418 5.189 -1.272  0.395
54 H 2.182 6.137 -1.709  0.402
55 H 0.167 4.751 -1.402  0.488
56 H -2.290 1.368 -1.615  0.450
57 H -4.552 2.072 -0.893  0.431
58 H -4.801 3.859 0.798  0.423
59 H -2.795 4.955 1.731  0.417
60 H -0.544 4.219 1.046  0.536
61 N -4.892 -0.688 4.268  -0.525
62 C -3.848 -0.457 3.850  -0.242
63 C -2.553 -0.157 3.326  -0.042
64 C -1.609 0.530 4.087  -0.330
65 C -0.379 0.784 3.511  -1.148
66 C -0.141 0.372 2.213  -0.156
67 N -1.053 -0.267 1.467  0.412
68 C -2.226 -0.534 2.027  -0.011
69 H -1.842 0.847 5.094  0.530
70 H 0.394 1.304 4.060  0.484
71 H 0.814 0.548 1.738  0.451
72 H -2.967 -1.057 1.433  0.491

---

(2)
A molecular structure, C46H42BrN7ORuSSi at a distorted geometry, computed with ωB97M-V/def2-TZVPD.

Computed properties:
E_HOMO (alpha / beta): -0.32288 / -0.34775 hartree
LUMO level (alpha / beta): -3.07 / -5.83 eV
Charge: +1
Electronic energy: -152187.2169 eV
Orbital gap (alpha / beta): 5.72 / 3.64 eV
Spin multiplicity: 6
Maximum force: 0.08205 hartree/bohr

Each line ends with the Mulliken charge.
CARTESIAN COORDINATES (ANGSTROEM)
1 Ru 0.775 0.318 -0.040  -1.000
2 Br 5.561 5.770 -3.355  -0.156
3 C 6.471 4.785 -2.100  0.195
4 C 6.760 3.451 -2.345  -0.624
5 C 7.314 2.628 -1.338  -0.294
6 C 7.457 3.133 -0.042  -0.023
7 C 7.284 4.536 0.127  -0.171
8 C 6.741 5.353 -0.846  -0.344
9 N 7.464 2.345 1.080  -0.614
10 N 7.200 1.108 0.907  -0.372
11 C 5.898 0.663 0.887  0.074
12 C 5.814 -0.635 0.311  -0.205
13 C 4.580 -1.247 0.017  -0.945
14 C 3.383 -0.589 0.336  0.859
15 O 2.258 -1.213 0.173  -0.486
16 C 3.429 0.789 0.868  0.778
17 N 2.245 1.410 1.020  -0.159
18 C 2.255 2.673 1.529  0.041
19 C 3.380 3.228 2.109  -1.220
20 C 4.636 2.624 1.927  -0.200
21 C 4.707 1.399 1.242  -0.058
22 H 6.650 3.025 -3.319  0.473
23 H 7.519 1.554 -1.476  0.463
24 H 7.597 4.969 1.032  0.502
25 H 6.393 6.370 -0.619  0.378
26 H 6.804 -1.055 0.015  0.405
27 H 4.489 -2.332 -0.320  0.320
28 H 1.311 3.170 1.627  0.328
29 H 3.356 4.158 2.680  0.400
30 H 5.542 3.160 2.199  0.596
31 N -0.335 -0.117 -4.171  -0.088
32 C -0.680 -1.424 -4.617  0.263
33 C -1.286 -1.714 -5.837  -0.710
34 C -1.700 -2.980 -6.130  -0.397
35 C -1.514 -4.053 -5.226  -0.806
36 C -0.802 -3.798 -4.049  -0.719
37 C -0.459 -2.508 -3.705  0.919
38 S 0.479 -2.326 -2.246  0.032
39 N 0.288 -0.641 -1.902  0.294
40 C -0.103 0.213 -2.858  0.521
41 C -0.315 1.643 -2.386  0.344
42 C -0.479 2.786 -3.226  -0.852
43 C -0.861 4.012 -2.641  -0.544
44 C -0.976 4.086 -1.219  -1.114
45 C -0.647 2.975 -0.442  -0.078
46 N -0.353 1.798 -1.017  0.533
47 H -0.733 0.628 -4.718  0.224
48 H -1.445 -0.898 -6.533  0.410
49 H -2.216 -3.124 -7.089  0.372
50 H -1.901 -5.031 -5.473  0.427
51 H -0.573 -4.622 -3.397  0.447
52 H -0.148 2.750 -4.290  0.431
53 H -1.120 4.886 -3.262  0.439
54 H -1.302 5.012 -0.677  0.386
55 H -0.675 3.076 0.651  0.641
56 C -0.810 0.258 1.391  1.193
57 Si -1.949 -1.169 2.168  0.043
58 C -3.848 -0.780 2.102  -1.543
59 N -4.274 -0.328 0.849  0.735
60 C -5.056 -1.301 0.111  -0.972
61 C -5.078 -0.959 -1.379  -0.604
62 C -5.471 0.525 -1.631  -0.481
63 C -5.804 1.235 -0.335  -0.891
64 C -4.738 1.058 0.757  -0.454
65 C -1.694 -1.387 4.006  0.537
66 C -1.297 -2.581 4.607  -0.201
67 C -1.304 -2.677 6.011  -0.569
68 C -1.684 -1.641 6.836  -0.588
69 C -1.957 -0.398 6.239  -0.565
70 C -2.054 -0.293 4.845  -0.437
71 C -1.723 -2.958 1.626  0.288
72 C -0.542 -3.358 1.001  -0.459
73 C -0.386 -4.702 0.620  -0.442
74 C -1.367 -5.665 0.844  -0.914
75 C -2.536 -5.234 1.452  -0.657
76 C -2.736 -3.907 1.875  -0.074
77 H -0.392 0.837 2.276  0.307
78 H -1.604 0.907 0.896  -0.768
79 H -3.850 0.014 2.848  0.654
80 H -4.380 -1.658 2.550  0.467
81 H -6.072 -1.374 0.550  0.406
82 H -4.704 -2.298 0.316  0.519
83 H -5.854 -1.588 -1.891  0.366
84 H -4.145 -1.192 -1.920  0.106
85 H -6.297 0.628 -2.323  0.359
86 H -4.648 1.093 -2.152  0.140
87 H -6.778 0.929 0.095  0.330
88 H -5.908 2.305 -0.565  0.429
89 H -5.181 1.403 1.715  0.335
90 H -3.855 1.657 0.567  0.120
91 H -0.925 -3.437 4.023  0.326
92 H -0.983 -3.611 6.463  0.368
93 H -1.648 -1.771 7.923  0.357
94 H -2.088 0.517 6.848  0.344
95 H -2.397 0.686 4.474  0.190
96 H 0.242 -2.668 0.736  0.695
97 H 0.578 -5.028 0.191  0.460
98 H -1.240 -6.692 0.548  0.441
99 H -3.325 -5.961 1.647  0.397
100 H -3.654 -3.613 2.362  0.392

---

(3)
C5H7N in the gas phase at a distorted geometry, computed with ωB97M-V/def2-TZVPD.

Computed properties:
E_HOMO: -0.34005 hartree
Energy above the lowest of the compared OMol25 structures with the same formula, charge and spin: 2.9241 eV
LUMO level: 1.14 eV
Charge: 0
Electronic energy: -6785.5885 eV
Orbital gap: 10.39 eV
SMILES: C#C[C@H]1N[C@H]1C
Maximum force: 0.04164 hartree/bohr

Each line ends with the Mulliken charge.
CARTESIAN COORDINATES (ANGSTROEM)
1 C -1.330 1.295 0.043  -1.140
2 C -1.183 -0.162 -0.320  0.253
3 C 0.159 -0.769 -0.452  -0.422
4 C 1.360 -0.055 -0.173  -0.790
5 C 2.374 0.496 0.103  0.421
6 H -2.194 1.449 0.719  0.297
7 H -1.499 1.940 -0.849  0.292
8 H -0.443 1.617 0.630  0.276
9 H -1.944 -0.484 -0.997  0.381
10 H -0.457 -0.711 1.529  0.302
11 H 0.239 -1.532 -1.215  0.328
12 H 3.290 0.952 0.456  0.414
13 N -0.753 -1.151 0.646  -0.613

---

(4)
C38H39F6N3O2 in the gas phase at a distorted geometry, computed with ωB97M-V/def2-TZVPD.

Computed properties:
E_HOMO: -0.26897 hartree
LUMO level: -0.19 eV
Charge: 0
Electronic energy: -64907.9373 eV
Orbital gap: 7.12 eV
SMILES: CN(CC(F)(F)F)c1ccc(C(c2ccc(N(C)CC(F)(F)F)cc2)[C@H](N=C(c2ccccc2)c2ccccc2)C(=O)OC(C)(C)C)cc1
Maximum force: 0.08334 hartree/bohr

Each line ends with the Mulliken charge.
CARTESIAN COORDINATES (ANGSTROEM)
1 C -5.600 1.446 2.555  -1.277
2 N -4.983 1.943 1.325  0.165
3 C -5.889 2.710 0.468  -1.111
4 C -6.690 1.768 -0.378  1.092
5 F -7.530 2.349 -1.266  -0.279
6 F -5.831 0.950 -1.080  -0.254
7 F -7.451 0.947 0.425  -0.272
8 C -3.719 1.559 0.955  1.246
9 C -3.007 2.172 -0.113  -0.779
10 C -1.726 1.760 -0.433  -0.646
11 C -1.130 0.662 0.215  -0.247
12 C 0.126 0.081 -0.365  2.515
13 C 0.192 -1.411 -0.114  -0.809
14 C 1.381 -2.019 0.341  -0.442
15 C 1.451 -3.405 0.502  -0.759
16 C 0.319 -4.244 0.262  0.983
17 N 0.319 -5.587 0.546  0.132
18 C -0.638 -6.492 -0.051  -1.296
19 C 1.312 -6.217 1.395  -1.108
20 C 0.869 -6.150 2.820  1.081
21 F 1.702 -6.722 3.728  -0.283
22 F 0.700 -4.837 3.203  -0.256
23 F -0.363 -6.747 2.958  -0.283
24 C -0.868 -3.645 -0.233  -0.713
25 C -0.937 -2.265 -0.356  -0.262
26 C -1.801 0.095 1.326  -0.561
27 C -3.075 0.515 1.677  -0.678
28 H -4.844 1.447 3.358  0.454
29 H -6.426 2.121 2.856  0.313
30 H -6.008 0.418 2.428  0.337
31 H -6.608 3.231 1.106  0.354
32 H -5.333 3.377 -0.185  0.292
33 H -3.479 3.002 -0.638  0.124
34 H -1.194 2.297 -1.216  0.062
35 H 0.105 0.257 -1.519  -1.233
36 H 2.280 -1.416 0.540  0.544
37 H 2.399 -3.898 0.752  0.182
38 H -0.789 -6.231 -1.111  0.458
39 H -0.267 -7.523 -0.004  0.329
40 H -1.619 -6.440 0.455  0.332
41 H 1.395 -7.273 1.146  0.392
42 H 2.258 -5.701 1.348  0.269
43 H -1.708 -4.302 -0.495  0.437
44 H -1.907 -1.869 -0.663  0.539
45 H -1.394 -0.729 1.916  0.662
46 H -3.626 0.026 2.495  0.455
47 C 2.316 3.621 3.840  -1.695
48 C 1.283 3.642 2.735  1.865
49 C 0.020 2.848 2.968  -1.436
50 C 0.900 5.108 2.647  -1.808
51 O 1.874 3.177 1.460  -0.429
52 C 1.986 1.820 1.314  -0.029
53 C 1.535 1.231 -0.051  0.314
54 N 2.745 1.075 -0.754  -0.505
55 C 2.774 0.820 -2.061  0.395
56 C 3.960 0.089 -2.600  0.778
57 C 4.082 -0.367 -3.926  -0.108
58 C 5.229 -1.033 -4.353  -0.923
59 C 6.310 -1.209 -3.483  -0.349
60 C 6.181 -0.794 -2.153  -0.734
61 C 5.015 -0.179 -1.720  -0.549
62 C 1.649 1.147 -2.978  0.493
63 C 1.000 0.090 -3.642  -0.382
64 C -0.214 0.329 -4.265  -0.702
65 C -0.709 1.632 -4.359  -0.590
66 C -0.016 2.686 -3.760  -0.788
67 C 1.140 2.447 -3.035  -0.054
68 O 2.429 1.120 2.194  -0.620
69 H 3.131 4.307 3.589  0.421
70 H 1.902 3.936 4.816  0.382
71 H 2.752 2.634 3.951  0.324
72 H -0.659 3.011 2.118  0.271
73 H 0.226 1.784 2.998  0.370
74 H -0.469 3.153 3.885  0.566
75 H 0.217 5.325 1.823  0.377
76 H 0.386 5.416 3.569  0.381
77 H 1.769 5.776 2.554  0.435
78 H 0.849 1.977 -0.572  -0.198
79 H 3.284 -0.181 -4.637  0.488
80 H 5.305 -1.393 -5.372  0.386
81 H 7.243 -1.666 -3.839  0.365
82 H 6.993 -0.934 -1.460  0.413
83 H 4.893 0.168 -0.700  0.426
84 H 1.411 -0.916 -3.587  0.470
85 H -0.757 -0.496 -4.710  0.442
86 H -1.620 1.834 -4.934  0.392
87 H -0.384 3.702 -3.851  0.465
88 H 1.673 3.253 -2.537  0.478

---

(5)
6 unconnected molecules or ions with the total composition CH11O7 at a distorted geometry, computed with ωB97M-V/def2-TZVPD.

Computed properties:
E_HOMO (alpha / beta): -0.42004 / -0.41978 hartree
Energy above the lowest of the compared OMol25 structures with the same formula, charge and spin: 1.8667 eV
LUMO level (alpha / beta): 0.10 / -6.35 eV
Charge: 0
Electronic energy: -15543.5177 eV
Orbital gap (alpha / beta): 11.53 / 5.07 eV
Spin multiplicity: 2
Maximum force: 0.11585 hartree/bohr

Each line ends with the Mulliken charge.
CARTESIAN COORDINATES (ANGSTROEM)
1 O 2.230 -1.188 0.177  -0.538
2 C 1.427 -0.515 0.791  0.431
3 O 0.495 0.124 0.297  -0.371
4 H 1.528 -0.345 1.937  0.335
5 H -0.754 -1.175 -2.257  0.324
6 H -0.841 -0.005 -1.705  0.282
7 O -1.452 -0.669 -1.988  -0.591
8 H -0.073 2.229 -0.541  0.316
9 H -0.256 2.692 0.817  0.458
10 O -0.327 3.124 -0.047  -0.680
11 H 1.238 -2.181 -2.273  0.316
12 H 1.991 -1.149 -1.456  0.390
13 O 1.534 -1.318 -2.364  -0.643
14 H -1.377 -1.554 0.494  0.348
15 H -1.376 -0.868 1.653  0.298
16 O -1.466 -1.696 1.365  -0.591
17 H -0.214 0.972 1.444  0.320
18 H -1.554 1.884 1.580  0.357
19 O -0.752 1.638 2.076  -0.761

---

Which of these has the highest charge?
C46H42BrN7ORuSSi

---

Which of these has the lowest electronic energy?
C46H42BrN7ORuSSi

---

Among the records above, which one has the highest charge?
C46H42BrN7ORuSSi

---

Which of these has the lowest maximum force?
C5H7N